{"formula": "C19H23MoN7O4S", "method": "wB97M-V/def2-TZVPD", "orbital_gap_ev": 3.6898, "lumo_ev": -16.4, "relative_energy_kcal_mol": 20.4, "charge": 4, "e_homo_ev": -20.1, "symbols": ["Mo", "N", "C", "C", "O", "N", "C", "C", "O", "O", "H", "H", "H", "H", "H", "H", "O", "S", "C", "C", "C", "C", "C", "C", "C", "C", "C", "C", "C", "C", "C", "C", "H", "H", "H", "H", "H", "H", "H", "H", "H", "H", "H", "H", "H", "H", "N", "N", "N", "C", "N", "N", "H", "H", "H"], "xyz": [[1.650, -0.268, 0.076], [1.963, 1.918, -0.147], [1.477, 2.628, 1.081], [1.870, 1.781, 2.259], [2.028, 2.078, 3.380], [2.135, 0.367, 1.805], [3.276, -0.303, 2.440], [4.279, -0.593, 1.312], [5.411, -0.768, 1.286], [3.424, -0.667, 0.041], [1.516, 2.323, -0.969], [2.965, 2.095, -0.264], [1.910, 3.624, 1.177], [0.390, 2.732, 1.032], [3.706, 0.315, 3.230], [3.013, -1.279, 2.858], [0.291, 0.217, -1.136], [-0.995, -0.167, -2.051], [-1.496, 1.461, -2.806], [-2.117, 2.432, -1.880], [-1.325, 3.414, -1.275], [-1.911, 4.371, -0.464], [-3.288, 4.339, -0.254], [-4.083, 3.370, -0.856], [-3.498, 2.417, -1.677], [-2.126, -0.422, -0.662], [-1.508, -1.309, 0.387], [-0.454, -0.821, 1.237], [0.017, -1.651, 2.309], [-0.475, -2.927, 2.486], [-1.510, -3.361, 1.665], [-2.019, -2.556, 0.620], [-2.133, 1.099, -3.622], [-0.553, 1.786, -3.256], [-0.271, 3.499, -1.535], [-1.316, 5.166, -0.035], [-3.751, 5.106, 0.354], [-5.154, 3.374, -0.710], [-4.125, 1.698, -2.195], [-3.010, -0.882, -1.113], [-2.394, 0.578, -0.302], [-0.418, 0.260, 1.384], [0.695, -1.236, 3.042], [-0.129, -3.547, 3.304], [-1.964, -4.330, 1.848], [-2.847, -2.928, 0.028], [0.351, -4.917, -2.158], [1.066, -3.972, -1.594], [2.401, -4.138, -1.482], [2.760, -3.031, -0.905], [1.671, -2.228, -0.640], [0.582, -2.885, -1.123], [0.860, -5.725, -2.498], [-0.626, -4.744, -2.338], [3.789, -2.793, -0.694]], "forces_ev_per_angstrom": [[0.0, -0.3, 1.6], [0.2, 0.1, 0.0], [0.0, -0.1, -0.3], [0.1, -0.2, 0.3], [0.0, 0.0, 0.0], [0.1, -0.1, -0.5], [-0.2, 0.2, -0.2], [-0.1, 0.4, 0.3], [0.1, -0.1, -0.2], [-0.2, 0.0, -0.3], [-0.1, -0.1, 0.0], [0.0, 0.1, 0.0], [0.0, 0.0, 0.0], [0.0, 0.0, 0.0], [0.1, 0.0, 0.0], [0.0, 0.0, 0.0], [0.1, 0.6, -0.7], [0.3, -0.2, 0.2], [0.0, -0.1, 0.0], [0.1, 0.0, -0.1], [0.0, -0.1, 0.0], [-0.1, 0.0, 0.0], [-0.1, 0.1, 0.1], [0.1, 0.0, 0.0], [0.0, 0.1, 0.0], [-0.1, 0.0, -0.2], [0.0, 0.2, 0.1], [0.4, -0.4, -0.2], [-0.2, 0.1, 0.0], [0.0, 0.0, 0.0], [-0.1, 0.0, -0.1], [0.0, -0.2, 0.1], [-0.1, 0.0, 0.0], [0.0, 0.0, 0.0], [0.0, 0.0, 0.0], [0.0, 0.0, 0.0], [0.0, 0.0, 0.0], [0.0, 0.0, 0.0], [0.0, 0.0, 0.0], [0.0, 0.0, 0.1], [0.0, 0.0, 0.1], [-0.1, 0.0, 0.1], [0.0, 0.0, 0.0], [0.0, 0.0, 0.0], [0.0, 0.0, 0.0], [0.0, 0.0, 0.0], [0.0, 0.0, 0.2], [0.1, -0.4, -0.3], [-0.3, 0.3, 0.0], [-0.1, 0.0, 0.0], [0.1, -0.2, -0.2], [0.1, 0.2, 0.0], [0.0, 0.0, 0.0], [0.0, 0.0, -0.1], [0.0, 0.0, 0.0]]}

---

{"formula": "C4H16N2NiO11V", "method": "wB97M-V/def2-TZVPD", "orbital_gap_ev": [4.7983, 5.1728], "lumo_ev": [-9.7, -9.3], "relative_energy_kcal_mol": 0.0, "s_squared": 3.80, "charge": 2, "e_homo_ev": [-14.5, -14.5], "spin_multiplicity": 4, "symbols": ["Ni", "O", "V", "N", "O", "O", "O", "N", "O", "O", "O", "C", "O", "H", "H", "H", "H", "C", "O", "H", "H", "H", "H", "C", "O", "H", "H", "H", "H", "C", "O", "H", "H", "H", "H"], "xyz": [[2.098, 0.065, -1.563], [2.024, -0.952, 4.614], [1.147, -0.846, 3.322], [-0.002, -1.036, 0.252], [-0.035, -0.824, 1.508], [-0.368, -2.041, -0.214], [0.476, -0.089, -0.475], [3.489, 0.426, 1.330], [2.638, 0.151, 2.256], [3.207, 0.209, 0.117], [4.531, 0.902, 1.632], [-2.984, -3.225, -2.023], [-2.102, -3.840, -2.939], [-3.253, -3.935, -1.231], [-2.470, -2.385, -1.564], [-3.929, -2.886, -2.458], [-2.581, -4.560, -3.361], [-1.456, 2.524, -1.882], [-0.314, 3.211, -2.435], [-1.247, 2.353, -0.829], [-2.386, 3.075, -2.020], [-1.630, 1.552, -2.360], [-0.420, 3.191, -3.394], [2.890, 3.062, -1.952], [1.946, 1.996, -1.640], [3.244, 2.942, -2.973], [2.407, 4.038, -1.924], [3.665, 3.059, -1.193], [0.998, 2.290, -1.721], [-1.886, -1.228, 3.998], [-0.534, -1.783, 4.187], [-2.608, -2.032, 3.931], [-2.106, -0.563, 4.836], [-1.903, -0.562, 3.140], [-0.545, -2.262, 5.028]], "forces_ev_per_angstrom": [[0.0, 0.8, 1.8], [-1.6, 0.0, -2.1], [1.8, 0.1, 1.3], [1.2, 0.5, 0.1], [0.2, 0.2, 0.7], [-0.6, -1.3, -0.5], [-0.2, 0.5, 0.0], [0.4, 0.3, 0.2], [-1.2, -0.6, 0.1], [-0.1, -0.6, -0.5], [-0.1, 0.0, -0.1], [-0.3, -0.5, 0.5], [0.0, 0.2, -0.2], [0.0, 0.1, 0.1], [0.0, 0.1, -0.1], [0.2, 0.1, -0.2], [0.1, 0.0, -0.1], [-0.3, -0.3, -0.2], [-0.2, -0.7, 0.2], [-0.1, 0.2, 0.1], [0.2, 0.3, 0.2], [0.3, 0.0, 0.0], [0.1, 0.2, 0.0], [0.0, 0.4, -0.3], [-0.6, -0.5, 0.0], [0.3, -0.2, 0.1], [-0.4, -0.3, 0.2], [0.2, -0.2, -0.2], [0.3, 0.6, -0.6], [-0.1, 0.8, 0.5], [0.0, 0.7, -0.8], [0.0, -0.1, -0.2], [0.0, -0.4, 0.2], [0.2, -0.5, -0.4], [0.4, 0.0, 0.0]]}

---

{"formula": "C8H24N8O16", "method": "wB97M-V/def2-TZVPD", "orbital_gap_ev": 10.4846, "lumo_ev": -0.5, "relative_energy_kcal_mol": 0.0, "e_homo_ev": -11.0, "smiles": "C[N+](=O)[O-].C[N+](=O)[O-].C[N+](=O)[O-].C[N+](=O)[O-].C[N+](=O)[O-].C[N+](=O)[O-].C[N+](=O)[O-].C[N+](=O)[O-]", "symbols": ["C", "N", "O", "O", "H", "H", "H", "C", "N", "O", "O", "H", "H", "H", "C", "N", "O", "O", "H", "H", "H", "C", "N", "O", "O", "H", "H", "H", "C", "N", "O", "O", "H", "H", "H", "C", "N", "O", "O", "H", "H", "H", "C", "N", "O", "O", "H", "H", "H", "C", "N", "O", "O", "H", "H", "H"], "xyz": [[-2.878, -2.699, 3.028], [-4.095, -2.472, 2.190], [-4.269, -3.224, 1.257], [-4.826, -1.546, 2.479], [-2.006, -2.490, 2.416], [-2.910, -3.753, 3.293], [-2.934, -2.045, 3.888], [0.901, 0.148, 0.308], [-0.070, -0.642, 1.112], [0.287, -1.028, 2.204], [-1.150, -0.885, 0.616], [1.316, 0.937, 0.927], [0.387, 0.553, -0.552], [1.640, -0.580, -0.014], [2.572, 4.690, 2.356], [3.297, 3.402, 2.182], [2.764, 2.410, 2.649], [4.345, 3.413, 1.582], [3.100, 5.443, 1.781], [2.538, 4.946, 3.407], [1.583, 4.520, 1.940], [-0.486, 2.986, -2.274], [-0.453, 4.335, -1.658], [-0.462, 5.283, -2.410], [-0.420, 4.395, -0.444], [-0.107, 3.078, -3.285], [-1.521, 2.657, -2.330], [0.077, 2.297, -1.660], [-4.141, -0.286, -0.381], [-5.424, -0.805, -0.904], [-6.440, -0.288, -0.504], [-5.366, -1.693, -1.736], [-3.921, 0.645, -0.899], [-3.350, -1.012, -0.517], [-4.241, -0.078, 0.679], [-1.789, -2.232, -3.303], [-0.936, -1.335, -2.467], [-0.030, -1.847, -1.848], [-1.165, -0.139, -2.482], [-1.351, -2.239, -4.295], [-2.796, -1.825, -3.303], [-1.777, -3.205, -2.829], [3.115, -2.481, 3.634], [3.685, -3.601, 4.425], [4.280, -4.472, 3.823], [3.511, -3.576, 5.623], [2.103, -2.339, 4.005], [3.163, -2.709, 2.579], [3.673, -1.575, 3.858], [2.988, 0.421, -4.606], [3.666, 0.434, -3.283], [3.165, -0.259, -2.417], [4.657, 1.118, -3.151], [2.979, -0.613, -4.935], [3.539, 1.051, -5.294], [1.986, 0.811, -4.458]], "forces_ev_per_angstrom": [[-0.3, -0.2, 0.0], [0.2, 0.2, 0.1], [0.0, -0.1, -0.2], [0.1, 0.0, 0.1], [0.0, 0.1, -0.1], [0.1, 0.1, 0.1], [0.0, 0.0, 0.0], [0.0, 0.0, -0.1], [0.1, 0.2, -0.1], [0.0, -0.1, 0.1], [-0.3, 0.0, 0.1], [0.1, -0.2, 0.2], [-0.1, -0.2, 0.0], [0.2, 0.2, 0.0], [0.0, 0.1, -0.5], [-0.1, -0.1, 0.2], [0.0, 0.0, -0.1], [0.1, 0.0, 0.0], [0.0, 0.0, 0.1], [-0.1, -0.2, 0.1], [-0.1, 0.1, 0.2], [-0.2, -0.2, -0.3], [0.1, 0.0, 0.0], [-0.1, 0.1, 0.1], [0.0, 0.0, 0.0], [0.1, 0.0, 0.0], [0.0, 0.1, 0.2], [0.1, 0.1, 0.0], [0.4, 0.2, 0.5], [0.1, -0.2, -0.2], [0.0, 0.0, 0.0], [0.0, 0.1, 0.0], [0.0, -0.1, -0.1], [-0.1, -0.1, -0.3], [-0.3, 0.0, 0.0], [-0.3, 0.2, 0.5], [0.3, -0.1, 0.0], [0.0, -0.1, -0.1], [-0.1, 0.0, -0.1], [0.0, -0.1, -0.1], [0.0, 0.1, -0.1], [0.1, -0.1, -0.1], [-0.3, 0.4, 0.3], [0.2, -0.1, -0.3], [0.0, 0.0, 0.0], [0.0, 0.1, 0.1], [0.0, 0.0, -0.2], [0.0, -0.2, 0.0], [0.2, -0.1, 0.1], [0.1, 0.1, -0.2], [0.1, 0.0, 0.2], [0.0, 0.1, -0.1], [-0.1, -0.1, 0.0], [-0.2, 0.0, 0.0], [0.1, 0.0, 0.1], [-0.1, -0.2, 0.0]]}

---

{"formula": "C7H15NO", "method": "wB97M-V/def2-TZVPD", "orbital_gap_ev": 9.9828, "lumo_ev": 0.8, "relative_energy_kcal_mol": 29.1, "e_homo_ev": -9.2, "smiles": "CC(C)(C)[C@@](C)(N)C=O", "symbols": ["C", "C", "C", "C", "C", "C", "N", "C", "O", "H", "H", "H", "H", "H", "H", "H", "H", "H", "H", "H", "H", "H", "H", "H"], "xyz": [[0.501, 0.031, -0.765], [-0.298, -0.140, 0.596], [1.540, 1.168, -0.780], [0.187, 0.819, 1.701], [-1.865, 0.173, 0.382], [-0.238, -1.571, 1.172], [1.255, -1.188, -1.143], [-0.528, 0.320, -1.893], [-0.722, 1.424, -2.398], [0.625, -1.971, -1.309], [1.760, -1.029, -2.016], [-1.072, -0.570, -2.254], [1.083, 2.141, -0.573], [2.008, 1.263, -1.769], [2.338, 0.997, -0.050], [-0.640, -2.311, 0.474], [1.238, 0.645, 1.953], [0.060, 1.863, 1.394], [-0.384, 0.678, 2.626], [-2.415, -0.059, 1.302], [-2.013, 1.241, 0.199], [-2.389, -0.427, -0.368], [-0.824, -1.649, 2.095], [0.792, -1.850, 1.424]], "forces_ev_per_angstrom": [[0.2, 0.2, -0.7], [-1.7, -0.2, 0.4], [-0.1, 0.3, 0.2], [0.0, 0.1, -0.2], [0.8, 0.0, 0.7], [0.4, 0.0, -0.2], [-0.5, 0.0, 0.0], [0.2, 2.1, -0.4], [0.4, -2.1, 0.9], [0.1, 0.1, 0.1], [-0.1, 0.0, 0.3], [-0.1, -0.1, -0.1], [0.0, -0.2, 0.0], [-0.2, -0.2, 0.1], [-0.2, -0.1, -0.1], [0.1, 0.0, 0.1], [-0.1, 0.1, -0.1], [0.1, -0.2, 0.1], [0.0, -0.1, -0.2], [0.4, 0.1, 0.1], [0.0, -0.2, -0.3], [0.4, 0.1, -0.2], [0.0, 0.2, -0.2], [-0.2, 0.0, -0.2]]}

---

{"formula": "C2HClFN", "method": "wB97M-V/def2-TZVPD", "orbital_gap_ev": 11.8721, "lumo_ev": -0.1, "relative_energy_kcal_mol": 23.7, "e_homo_ev": -12.0, "smiles": "N#C[C@H](F)Cl", "symbols": ["C", "C", "H", "N", "F", "Cl"], "xyz": [[-0.282, -0.151, -0.352], [0.307, 0.183, 1.044], [-1.130, 0.626, -0.558], [1.115, 0.684, 1.835], [-1.091, -1.326, -0.482], [1.082, -0.016, -1.487]], "forces_ev_per_angstrom": [[-2.7, 1.2, 0.7], [5.0, 2.4, 3.2], [2.1, -0.9, 0.2], [-5.8, -3.5, -5.0], [2.3, 1.2, 0.6], [-1.0, -0.5, 0.3]]}

---

What did the second record say?
{"formula": "C4H16N2NiO11V", "method": "wB97M-V/def2-TZVPD", "orbital_gap_ev": [4.7983, 5.1728], "lumo_ev": [-9.7, -9.3], "relative_energy_kcal_mol": 0.0, "s_squared": 3.80, "charge": 2, "e_homo_ev": [-14.5, -14.5], "spin_multiplicity": 4, "symbols": ["Ni", "O", "V", "N", "O", "O", "O", "N", "O", "O", "O", "C", "O", "H", "H", "H", "H", "C", "O", "H", "H", "H", "H", "C", "O", "H", "H", "H", "H", "C", "O", "H", "H", "H", "H"], "xyz": [[2.098, 0.065, -1.563], [2.024, -0.952, 4.614], [1.147, -0.846, 3.322], [-0.002, -1.036, 0.252], [-0.035, -0.824, 1.508], [-0.368, -2.041, -0.214], [0.476, -0.089, -0.475], [3.489, 0.426, 1.330], [2.638, 0.151, 2.256], [3.207, 0.209, 0.117], [4.531, 0.902, 1.632], [-2.984, -3.225, -2.023], [-2.102, -3.840, -2.939], [-3.253, -3.935, -1.231], [-2.470, -2.385, -1.564], [-3.929, -2.886, -2.458], [-2.581, -4.560, -3.361], [-1.456, 2.524, -1.882], [-0.314, 3.211, -2.435], [-1.247, 2.353, -0.829], [-2.386, 3.075, -2.020], [-1.630, 1.552, -2.360], [-0.420, 3.191, -3.394], [2.890, 3.062, -1.952], [1.946, 1.996, -1.640], [3.244, 2.942, -2.973], [2.407, 4.038, -1.924], [3.665, 3.059, -1.193], [0.998, 2.290, -1.721], [-1.886, -1.228, 3.998], [-0.534, -1.783, 4.187], [-2.608, -2.032, 3.931], [-2.106, -0.563, 4.836], [-1.903, -0.562, 3.140], [-0.545, -2.262, 5.028]], "forces_ev_per_angstrom": [[0.0, 0.8, 1.8], [-1.6, 0.0, -2.1], [1.8, 0.1, 1.3], [1.2, 0.5, 0.1], [0.2, 0.2, 0.7], [-0.6, -1.3, -0.5], [-0.2, 0.5, 0.0], [0.4, 0.3, 0.2], [-1.2, -0.6, 0.1], [-0.1, -0.6, -0.5], [-0.1, 0.0, -0.1], [-0.3, -0.5, 0.5], [0.0, 0.2, -0.2], [0.0, 0.1, 0.1], [0.0, 0.1, -0.1], [0.2, 0.1, -0.2], [0.1, 0.0, -0.1], [-0.3, -0.3, -0.2], [-0.2, -0.7, 0.2], [-0.1, 0.2, 0.1], [0.2, 0.3, 0.2], [0.3, 0.0, 0.0], [0.1, 0.2, 0.0], [0.0, 0.4, -0.3], [-0.6, -0.5, 0.0], [0.3, -0.2, 0.1], [-0.4, -0.3, 0.2], [0.2, -0.2, -0.2], [0.3, 0.6, -0.6], [-0.1, 0.8, 0.5], [0.0, 0.7, -0.8], [0.0, -0.1, -0.2], [0.0, -0.4, 0.2], [0.2, -0.5, -0.4], [0.4, 0.0, 0.0]]}